No. 1
{
  "formula": "C5H8N2",
  "method": "wB97M-V/def2-TZVPD",
  "smiles": "C=CCC#N.C=N",
  "e_lumo_ev": 0.22,
  "orbital_gap_ev": 9.72,
  "species": ["C", "C", "C", "N", "C", "C", "N", "H", "H", "H", "H", "H", "H", "H", "H"],
  "positions_angstrom": [[1.6524, -0.1229, -0.7243], [0.8874, 0.1988, 0.3124], [-0.8224, 1.5265, -0.3520], [-1.5936, 1.1973, 0.6011], [0.0758, -0.9736, 0.8126], [-1.0138, -1.5363, 0.0155], [-1.7898, -2.0830, -0.6563], [1.2517, -0.8040, -1.4798], [2.6793, 0.1849, -0.7993], [0.9448, -1.6011, 0.6531], [1.2244, 0.8500, 1.1108], [-0.8726, 1.1249, -1.3706], [-0.1813, 2.4004, -0.2512], [-2.2998, 0.5436, 0.2542], [-0.1427, -0.9055, 1.8739]],
  "nbo_charge": [-0.394, -0.168, -0.052, -0.628, -0.577, 0.288, -0.333, 0.198, 0.211, 0.279, 0.226, 0.163, 0.174, 0.345, 0.270]
}

***

No. 2
{
  "formula": "C34H32Br2Cl3F3GeMnN5O3Sb",
  "method": "wB97M-V/def2-TZVPD",
  "e_lumo_ev": [-6.00, -6.94],
  "multiplicity": 6,
  "orbital_gap_ev": [6.57, 5.75],
  "total_charge": 2,
  "species": ["Mn", "C", "C", "C", "C", "C", "C", "Br", "C", "C", "Br", "C", "O", "C", "N", "H", "H", "H", "H", "H", "H", "N", "C", "C", "C", "C", "N", "C", "N", "N", "C", "O", "O", "H", "H", "H", "H", "H", "H", "H", "H", "H", "H", "H", "H", "H", "H", "F", "C", "C", "C", "C", "C", "C", "Sb", "C", "C", "C", "C", "F", "C", "C", "C", "C", "C", "C", "F", "C", "C", "H", "H", "H", "H", "H", "H", "H", "H", "H", "H", "H", "H", "Cl", "Ge", "Cl", "Cl"],
  "positions_angstrom": [[1.8042, -0.5155, 2.0849], [-0.6479, 1.8867, 1.1101], [0.2092, 2.1951, 2.2986], [-0.0605, 3.3660, 3.0375], [0.7147, 3.7245, 4.1030], [1.8223, 2.9261, 4.4592], [2.7380, 3.1959, 5.5067], [2.5101, 4.7201, 6.5894], [3.7914, 2.3564, 5.7393], [3.9923, 1.2091, 4.9472], [5.4546, 0.0897, 5.2810], [3.1247, 0.9083, 3.9254], [3.2589, -0.1492, 3.1110], [2.0330, 1.7709, 3.6919], [1.2125, 1.3975, 2.6430], [-1.6013, 1.4582, 1.4299], [-0.1829, 1.1823, 0.4292], [-0.8708, 2.8166, 0.5855], [-0.8962, 3.9802, 2.7318], [0.5017, 4.6231, 4.6665], [4.4901, 2.5677, 6.5366], [0.8449, -1.9025, 3.5039], [-0.2104, -2.6334, 2.7613], [0.3434, -4.0164, 2.3759], [-0.4537, -4.9049, 1.4187], [-1.8374, -5.3667, 1.8766], [-2.8515, -4.3801, 1.5130], [-4.1502, -4.6020, 1.5054], [-4.9643, -3.6684, 0.9942], [-4.6646, -5.7264, 2.0071], [-0.6136, -1.8048, 1.5346], [-1.7171, -1.9667, 1.0285], [0.2423, -0.9426, 1.0996], [1.5704, -2.5378, 3.8281], [0.4760, -1.4416, 4.3299], [-1.1037, -2.7453, 3.3787], [0.5063, -4.5607, 3.3111], [1.3276, -3.8599, 1.9283], [0.1499, -5.7995, 1.2646], [-0.5437, -4.4353, 0.4361], [-1.8422, -5.5531, 2.9562], [-2.0718, -6.3056, 1.3697], [-2.5083, -3.4601, 1.1936], [-4.5743, -2.9550, 0.3968], [-5.9515, -3.8399, 0.9142], [-4.0822, -6.4094, 2.4578], [-5.6474, -5.9256, 1.9400], [1.7663, 1.0637, -9.0452], [1.6202, 1.1301, -7.7238], [2.6509, 1.6632, -6.9672], [2.4940, 1.7311, -5.5951], [1.3196, 1.2688, -5.0034], [0.2999, 0.7303, -5.7855], [0.4460, 0.6618, -7.1612], [1.0651, 1.4284, -2.9351], [-0.6301, 0.2693, -2.4901], [-1.7390, 0.8858, -1.9149], [-2.8522, 0.1384, -1.5616], [-2.8173, -1.2199, -1.7906], [-3.8752, -1.9669, -1.3972], [-1.7509, -1.8591, -2.3904], [-0.6425, -1.1041, -2.7331], [0.4212, 3.4036, -2.4851], [0.7816, 4.0256, -1.2945], [0.3237, 5.3026, -1.0108], [-0.4872, 5.9325, -1.9384], [-0.9308, 7.1599, -1.6706], [-0.8488, 5.3411, -3.1370], [-0.3816, 4.0666, -3.4126], [3.5500, 2.0106, -7.4566], [3.2975, 2.1411, -4.9951], [-0.6130, 0.3607, -5.3339], [-0.3275, 0.2540, -7.7969], [-1.7475, 1.9566, -1.7469], [-3.7240, 0.5927, -1.1117], [-1.7875, -2.9253, -2.5671], [0.2107, -1.5949, -3.1837], [1.4290, 3.5267, -0.5820], [0.5953, 5.8182, -0.0999], [-1.4743, 5.8818, -3.8338], [-0.6457, 3.6026, -4.3562], [5.6410, -2.2344, -1.3519], [4.4395, -0.5404, -0.7618], [3.0380, -2.0299, 0.8546], [2.8146, -0.8390, -2.4654]],
  "lowdin_spin": [3.777, 0.003, 0.012, -0.003, 0.012, -0.001, 0.014, 0.003, -0.005, 0.014, 0.004, -0.004, 0.032, 0.006, -0.004, 0.001, 0.001, 0.000, 0.000, 0.001, -0.001, 0.053, 0.004, 0.000, 0.000, 0.000, 0.000, 0.000, 0.000, 0.000, 0.008, 0.007, 0.025, 0.002, 0.003, 0.001, 0.000, 0.000, 0.000, 0.000, 0.000, 0.000, 0.000, 0.000, 0.000, 0.000, 0.000, 0.002, 0.005, 0.000, 0.008, 0.051, 0.014, 0.002, 0.454, 0.039, 0.016, 0.000, 0.012, 0.004, -0.001, 0.011, 0.135, 0.011, 0.001, 0.000, 0.000, 0.008, 0.025, 0.000, 0.002, 0.001, 0.000, 0.001, 0.000, 0.000, 0.001, 0.004, 0.000, 0.001, 0.003, 0.008, 0.008, 0.029, 0.183]
}

***

No. 3
{
  "formula": "C15H23BaN4O7P2SSe",
  "method": "wB97M-V/def2-TZVPD",
  "e_lumo_ev": 2.12,
  "orbital_gap_ev": 4.45,
  "total_charge": -1,
  "species": ["Ba", "C", "C", "O", "P", "O", "O", "O", "P", "O", "O", "O", "H", "H", "H", "H", "H", "H", "H", "C", "N", "C", "Se", "N", "C", "C", "C", "C", "C", "C", "H", "H", "H", "H", "H", "H", "H", "H", "C", "C", "C", "C", "N", "N", "C", "H", "H", "H", "H", "H", "H", "H", "H", "S"],
  "positions_angstrom": [[2.1647, 0.8595, 0.1846], [4.5957, -3.3617, 1.8752], [3.9911, -2.5720, 0.7207], [4.2097, -3.3156, -0.4724], [4.8285, -0.9546, 0.5206], [4.4407, -0.1012, 1.7966], [6.3768, -1.2778, 0.7062], [4.5237, -0.2447, -0.7423], [2.1929, -2.2582, 0.9821], [1.5975, -3.6589, 1.4984], [2.1077, -1.2176, 2.0817], [1.5727, -1.9066, -0.3311], [5.6679, -3.4756, 1.7258], [4.1306, -4.3467, 1.8868], [4.4214, -2.8663, 2.8306], [3.6586, -2.9197, -1.1637], [3.6105, -0.4556, 2.2142], [6.8966, -0.8748, 0.0010], [1.5715, -3.6924, 2.4608], [-0.1781, 3.8379, -3.0330], [-1.0417, 3.2375, -2.0399], [-0.9633, 1.9521, -1.6267], [1.6243, 3.6662, 0.1148], [-1.7866, 1.8159, -0.5599], [-2.3061, 3.0460, -0.2089], [-3.1523, 3.4433, 0.8115], [-3.4803, 4.7907, 0.8725], [-2.9788, 5.7023, -0.0572], [-2.1374, 5.2998, -1.0840], [-1.8170, 3.9556, -1.1464], [0.6815, 4.2775, -2.5162], [-0.7430, 4.5872, -3.5895], [0.1612, 3.0550, -3.7056], [-1.8704, 0.9381, -0.0447], [-3.5206, 2.7365, 1.5434], [-4.1246, 5.1432, 1.6681], [-3.2345, 6.7501, 0.0355], [-1.7171, 6.0103, -1.7820], [-1.2042, -4.1030, -1.1570], [-1.9516, -3.0076, -0.4766], [-3.2429, -2.9296, 0.0112], [-3.3514, -1.6362, 0.5557], [-2.2109, -0.9749, 0.4162], [-1.3840, -1.8230, -0.2144], [-4.5388, -0.9861, 1.1880], [-1.8505, -4.9694, -1.2883], [-0.3314, -4.3998, -0.5733], [-0.8507, -3.7825, -2.1380], [-3.9987, -3.6967, -0.0247], [-0.4303, -1.5499, -0.4296], [-5.2614, -1.7337, 1.5142], [-5.0416, -0.3172, 0.4861], [-4.2401, -0.3954, 2.0541], [-0.0856, 0.7001, -2.3512]],
  "mulliken_charge": [1.364, -1.882, 1.187, -0.628, 0.706, -0.611, -0.516, -0.752, 0.895, -0.546, -0.885, -0.879, 0.450, 0.452, 0.351, 0.358, 0.482, 0.343, 0.346, -1.048, 0.280, -0.323, -1.299, 0.387, 0.564, -0.529, -0.558, -0.591, -0.663, 0.307, 0.287, 0.316, 0.345, 0.288, 0.438, 0.366, 0.354, 0.361, -1.097, 0.667, -0.975, 0.515, -0.939, 0.729, -1.249, 0.344, 0.175, 0.275, 0.356, 0.157, 0.341, 0.228, 0.317, -0.361]
}

***

No. 4
{
  "formula": "C3H5NO2",
  "method": "wB97M-V/def2-TZVPD",
  "e_lumo_ev": 0.64,
  "orbital_gap_ev": 9.91,
  "species": ["N", "C", "O", "C", "C", "O", "H", "H", "H", "H", "H"],
  "positions_angstrom": [[0.9909, -0.9107, -1.0586], [1.1176, 0.0699, -0.1346], [2.1334, 0.6886, 0.1146], [-0.1608, 0.3183, 0.6585], [-1.8023, 0.4178, 0.0949], [-1.0648, -0.7085, 0.5790], [0.1469, -1.4629, -1.0804], [1.8212, -1.2433, -1.5248], [-0.0143, 0.8480, 1.5922], [-2.3145, 0.8428, 0.9796], [-0.8533, 1.1400, -0.2203]],
  "nbo_charge": [-0.807, 0.624, -0.586, -0.030, -0.158, -0.502, 0.419, 0.410, 0.222, 0.149, 0.259]
}

***

No. 5
{
  "formula": "C2H5NO2",
  "method": "wB97M-V/def2-TZVPD",
  "e_lumo_ev": -0.59,
  "orbital_gap_ev": 8.18,
  "species": ["C", "N", "C", "O", "O", "H", "H", "H", "H", "H"],
  "positions_angstrom": [[1.0982, -0.7107, 0.2694], [-0.0850, -0.2166, 0.2426], [-0.6738, 0.6095, -0.7031], [0.1955, 1.5255, -1.1760], [-1.8261, 0.5261, -1.0288], [-0.2529, 2.0592, -1.8487], [-0.7574, -0.6794, 1.3739], [1.8111, -0.5508, -0.5370], [1.3337, -1.2299, 1.2020], [-0.8432, -1.3329, 2.2057]],
  "nbo_charge": [0.082, -0.502, 0.869, -0.685, -0.550, 0.507, 0.145, 0.193, 0.215, -0.272]
}

***

No. 6
{
  "formula": "CH4N2S",
  "method": "wB97M-V/def2-TZVPD",
  "smiles": "NNC=S",
  "e_lumo_ev": 0.64,
  "orbital_gap_ev": 9.25,
  "species": ["C", "H", "H", "H", "H", "N", "N", "S"],
  "positions_angstrom": [[-0.2391, -1.0426, -0.0683], [0.5973, 1.3048, 0.9842], [-0.7710, 1.3831, 0.2357], [1.2623, 0.0461, -1.1822], [0.1611, -2.0696, -0.2639], [0.2241, 1.3072, 0.0575], [0.4665, -0.0195, -0.5147], [-1.7011, -0.9095, 0.7517]],
  "nbo_charge": [-0.066, 0.349, 0.376, 0.420, 0.210, -0.648, -0.432, -0.209]
}

***

The evaluated ΔE to the lowest compared entry with this formula, charge and spin for the records listed, in turn: 370.9, 38.2, 238.4, 430.9, 337.6, 158.8 kJ/mol.
The evaluated electronic energy for the records listed, in turn: -8291.1520, -329541.3597, -131685.2448, -8773.2289, -7737.2523, -14915.9588 eV.